Record 1
Below is a structure of composition CCl6P, with properties calculated with ωB97M-V with the def2-TZVPD basis set.

Summary:
maximum force	2.72	eV/A
gap between HOMO and LUMO (alpha / beta)	0.194 / 0.194	Eh
total charge	+1
energy relative to the best compared isomer or geometry (same formula, charge and spin)	429.0	kJ/mol

XYZ file:
```
8
Properties=species:S:1:pos:R:3:forces:R:3
C 1.00560 -0.40315 2.41250 0.5 0.3 -1.0
P -1.69313 1.46023 -4.56998 0.1 -1.4 0.9
Cl 0.56861 -1.85217 3.22903 0.2 1.6 -0.8
Cl -0.05124 0.67689 1.72075 1.2 -1.6 1.8
Cl 2.66611 -0.24825 1.89916 -1.5 -0.3 0.7
Cl -2.25108 0.83075 -2.79406 -0.2 0.7 -1.1
Cl -1.01104 -0.27507 -5.30344 -0.1 0.7 -0.1
Cl -1.08484 0.35739 -0.49326 -0.1 -0.1 -0.4
```
Positions in Å, forces in eV/Å.

=====

Record 2
Below is the molecule C5H10N2S, with properties calculated with ωB97M-V with the def2-TZVPD basis set.

Summary:
maximum force	3.03	eV/A
gap between HOMO and LUMO	0.350	Eh
total charge	0
SMILES	SC[C@H]1NC[C@@H]2N[C@H]21
energy relative to the best compared isomer or geometry (same formula, charge and spin)	456.5	kJ/mol

XYZ file:
```
18
Properties=species:S:1:pos:R:3:forces:R:3
S -0.66468 -1.42411 -2.65718 0.3 0.1 0.1
C -0.82612 -0.09557 -1.42849 -1.3 -0.1 0.1
C -0.83503 -0.54025 0.05442 1.0 0.1 -2.2
N 0.41985 -1.28293 0.51905 -0.2 1.2 0.3
C 1.26103 -0.26794 1.25546 0.9 -0.6 0.8
C 0.63553 1.01168 0.78950 1.8 -0.2 0.0
N -0.29163 2.03352 1.20317 -0.5 0.9 0.0
C -0.76564 0.67343 0.99265 -2.1 -2.0 0.8
H 0.67596 -1.40888 -2.72376 -0.1 -0.1 0.0
H -0.11175 0.68579 -1.64316 0.1 0.0 -0.1
H -1.84003 0.32558 -1.62167 0.6 -0.2 0.0
H -1.58587 -1.31323 0.09255 -1.0 0.4 0.7
H 0.93451 -1.67460 -0.26551 -0.2 0.1 0.0
H 2.29788 -0.43183 0.94541 0.0 0.2 0.2
H 1.17295 -0.39320 2.34057 0.1 -0.2 -0.2
H 0.95228 1.19257 -0.22798 -0.2 -0.2 -0.3
H -0.39728 2.61105 0.37873 0.0 0.4 0.0
H -1.03196 0.29891 1.99625 0.5 0.1 -0.4
```
Positions in Å, forces in eV/Å.

=====

Record 3
Below is a cluster of 2 separate species, C3H8BrN2 in total, with properties calculated with ωB97M-V with the def2-TZVPD basis set.

Summary:
maximum force	5.00	eV/A
gap between HOMO and LUMO (alpha / beta)	0.330 / 0.207	Eh
total charge	+1
energy relative to the best compared isomer or geometry (same formula, charge and spin)	318.2	kJ/mol

XYZ file:
```
14
Properties=species:S:1:pos:R:3:forces:R:3
C 0.24490 -0.85109 1.19016 -1.3 4.7 -1.2
C -0.72970 0.67353 -1.34627 0.9 -0.7 0.7
C -0.10829 0.57641 1.09867 1.0 -0.5 2.0
N 0.12971 -1.67992 0.19470 1.6 -1.8 4.4
N -0.57137 1.21426 0.01533 -0.2 2.5 1.3
Br 3.02807 0.30775 -0.48809 -0.2 0.0 0.2
H 0.55858 -1.26262 2.10270 0.4 -0.1 1.1
H 0.33217 0.28204 -1.46139 -1.3 0.3 -1.2
H -1.49948 -0.16666 -1.36002 0.9 1.3 -0.1
H -1.00046 1.51463 -2.03023 0.3 -1.0 0.5
H 0.04680 1.20282 2.10126 -0.4 -1.4 -2.6
H 0.36428 -2.58150 0.53325 0.0 -1.3 -0.9
H -0.22173 -1.52125 -0.65064 -1.5 0.6 -4.0
H -0.57348 2.29163 0.10058 -0.2 -2.5 -0.1
```
Positions in Å, forces in eV/Å.

=====

Record 4
Below is a cluster of 3 separate species, C3H10O3S in total, with properties calculated with ωB97M-V with the def2-TZVPD basis set.

Summary:
maximum force	5.78	eV/A
gap between HOMO and LUMO (alpha / beta)	0.355 / 0.173	Eh
multiplicity	2
total charge	+1
⟨S²⟩	0.75
energy relative to the best compared isomer or geometry (same formula, charge and spin)	122.4	kJ/mol

XYZ file:
```
17
Properties=species:S:1:pos:R:3:forces:R:3
O 0.67334 1.12269 1.90746 0.3 -1.9 -1.6
C 1.39253 0.21263 1.52511 0.4 1.8 2.4
C 1.10034 -0.80624 0.43774 -5.2 2.6 -0.6
C 1.99935 -0.80168 -0.70884 1.0 1.7 -2.9
S 1.06166 -1.54301 -2.15513 0.9 -0.3 0.6
H 2.34221 0.17048 2.09691 0.2 -0.6 -0.6
H 0.06846 -0.32980 0.01168 1.9 -1.1 1.1
H 0.81275 -1.79926 0.75996 0.4 -0.2 0.5
H 2.34755 0.23533 -1.15788 -0.7 -1.8 1.2
H 2.85612 -1.40884 -0.51608 0.8 -0.5 -0.5
H 0.07506 -0.64328 -2.33454 -0.1 0.5 0.3
H -3.06993 0.69052 -2.42292 1.1 0.1 1.1
H -2.71814 1.05669 -0.96941 -0.9 0.7 1.5
O -2.33295 0.73058 -1.75443 0.0 -0.9 -2.5
H -1.89681 0.55136 1.16635 -2.6 2.0 1.9
H -2.08831 1.43866 2.42094 0.1 0.3 0.4
O -2.62322 1.12316 1.69307 2.5 -2.3 -2.4
```
Positions in Å, forces in eV/Å.

=====

Record 5
Below is a cluster of 2 separate species, C5H13NSi in total, with properties calculated with ωB97M-V with the def2-TZVPD basis set.

Summary:
maximum force	3.58	eV/A
gap between HOMO and LUMO	0.307	Eh
total charge	0
energy relative to the best compared isomer or geometry (same formula, charge and spin)	248.6	kJ/mol

XYZ file:
```
20
Properties=species:S:1:pos:R:3:forces:R:3
C 0.13228 1.60181 0.38226 2.7 -0.2 0.4
C 0.96293 0.69155 -0.19886 -1.3 0.7 0.4
C 0.09369 1.87711 1.89222 -2.3 -2.7 0.1
C 1.04568 0.90239 -1.70184 1.4 -1.2 -1.3
C -2.30274 -1.49484 -0.19096 1.4 0.0 -1.9
N 1.31468 -2.13685 0.05743 1.9 -1.6 0.9
Si 2.11179 -0.64550 0.56747 -0.7 -0.6 -0.7
H -0.12298 2.36112 -0.35457 -0.9 0.3 0.6
H -0.77307 2.50609 2.20142 0.8 -0.3 -0.2
H -0.03871 0.85513 2.42654 -0.2 1.4 -0.8
H 1.00806 2.16859 2.33973 1.0 1.0 0.0
H 1.54190 1.82357 -2.02382 -0.6 0.5 0.5
H 1.73357 0.21316 -2.24542 -0.5 -0.3 0.6
H 0.07150 0.77081 -2.17927 0.1 0.2 0.0
H -3.14848 -2.08697 0.19756 0.8 0.0 -0.1
H -1.75805 -1.98754 -1.08180 -1.3 0.2 1.2
H -1.41176 -1.35565 0.49305 -1.7 0.4 -0.3
H 1.90401 -3.02921 0.21621 -1.2 2.1 -0.2
H 0.36917 -2.45987 -0.11214 0.0 0.6 -0.3
H -2.73345 -0.57489 -0.68521 0.8 -0.6 1.1
```
Positions in Å, forces in eV/Å.

=====

Record 6
Below is a cluster of 7 separate species, C44H52BBrFIN6O5 in total, with properties calculated with ωB97M-V with the def2-TZVPD basis set.

Summary:
maximum force	8.44	eV/A
gap between HOMO and LUMO	0.206	Eh
total charge	0
SMILES	CCB(O)c1c(O)c(CCCI)c2c(c1CCCBr)C(=O)C(F)=C(CC=O)C2=O.c1cc[nH]c1.c1cc[nH]c1.c1cc[nH]c1.c1cc[nH]c1.c1cc[nH]c1.c1cc[nH]c1

XYZ file:
```
111
Properties=species:S:1:pos:R:3:forces:R:3
C 0.20198 7.18762 4.10273 -0.1 0.1 0.2
C 0.37443 5.70370 4.84619 -0.5 0.3 0.2
B -0.24551 4.52870 3.82811 -0.6 0.0 0.8
O -1.45112 3.77716 4.22896 1.3 3.5 -1.0
C 0.56440 4.34402 2.38348 1.8 -0.8 -3.9
C -0.09426 4.96811 0.98092 2.8 -1.5 0.6
O -1.39937 5.65497 1.15428 3.9 0.2 -1.5
C 0.67050 4.87166 -0.49705 1.5 -1.5 2.4
C -0.03397 5.55661 -1.80923 -0.2 0.8 0.5
C -1.61538 5.18351 -2.02620 -0.5 0.1 -0.7
C -2.00006 3.60888 -1.78025 0.7 -0.2 -0.6
I -4.19313 3.56233 -1.36809 1.2 0.0 -0.1
C 2.14130 4.11284 -0.54646 -1.8 0.5 2.9
C 2.77784 3.48791 0.86842 -1.5 1.1 -0.3
C 2.03536 3.57665 2.33082 -1.0 1.3 -3.3
C 2.76340 2.94480 3.69742 -0.4 0.8 -0.2
C 2.12649 1.46108 4.06434 0.3 0.0 -1.0
C 3.28918 0.44630 4.68165 -1.4 1.3 0.3
Br 3.21930 -1.24330 3.54500 0.3 1.3 1.2
C 4.28505 2.78225 0.70109 1.0 -3.6 2.2
O 4.68393 1.69536 1.36699 -2.4 7.0 -4.0
C 5.26167 3.53002 -0.43237 -1.1 1.6 -2.6
F 6.70450 3.63987 -0.11681 -4.4 -0.5 -1.1
C 4.69609 4.10487 -1.70176 1.2 -1.4 3.0
C 5.55029 4.89256 -2.85803 -1.2 -0.9 -0.9
C 7.01004 4.23740 -3.21463 1.8 -3.0 -3.5
O 7.27686 3.37578 -4.20224 -2.3 5.4 6.1
C 3.04644 3.97624 -1.94639 -1.6 -1.2 -3.0
O 2.52900 3.74325 -3.15515 3.2 1.8 7.4
H 1.05627 7.91156 4.46075 -1.9 -1.3 -0.6
H -0.86948 7.62549 4.36288 2.4 -0.8 -0.5
H 0.27334 7.12134 2.92932 -0.1 -0.1 2.4
H 1.50442 5.53163 5.11114 -2.1 0.3 -0.7
H -0.22247 5.67104 5.87525 1.3 0.3 -2.1
H -2.08528 4.49107 4.58922 1.4 -1.8 -0.3
H -1.25929 6.55491 0.69566 -0.5 -1.9 0.9
H 0.51607 5.37155 -2.82572 -0.7 0.0 2.4
H 0.00742 6.73601 -1.62919 0.0 -2.4 -0.4
H -1.86156 5.43715 -3.16650 0.5 -0.6 2.5
H -2.33547 5.88511 -1.38837 1.7 -1.7 -1.2
H -1.45482 3.10173 -0.87724 -1.2 1.2 -1.7
H -1.87526 2.92373 -2.74787 -0.2 1.7 2.2
H 2.58909 3.71358 4.59100 0.2 -1.7 -2.0
H 3.93984 2.89620 3.56153 -2.6 0.0 -0.1
H 1.19110 1.57614 4.76901 2.0 -0.3 -1.3
H 1.74972 0.98324 3.05042 0.8 1.1 2.2
H 4.34996 0.93738 4.61430 -2.1 -1.3 0.1
H 2.94587 0.16080 5.76341 1.1 0.3 -2.2
H 4.89332 4.83206 -3.85300 1.4 0.0 2.2
H 5.58507 6.02411 -2.55508 0.4 -2.2 -0.5
H 7.93149 4.61074 -2.55390 -2.0 -0.8 -1.3
C 3.41468 -5.97891 0.67772 -0.4 0.1 0.0
C 4.76992 -5.80327 1.04610 0.3 0.2 0.2
C 4.86497 -4.59352 1.69679 0.0 0.0 0.0
N 3.61551 -4.03097 1.72970 0.0 -0.1 0.0
C 2.72369 -4.87117 1.11550 -0.1 -0.1 -0.1
H 2.98846 -6.82291 0.15110 0.0 0.1 0.1
H 5.58830 -6.48607 0.85763 -0.1 0.1 0.0
H 5.71274 -4.08559 2.13687 -0.1 -0.1 -0.1
H 3.38725 -3.13630 2.14335 0.2 -0.5 -0.3
H 1.67683 -4.60887 1.04133 0.1 0.0 0.0
C -6.80560 -1.58715 -0.90987 0.3 0.0 -0.2
C -7.81506 -0.75232 -0.37388 -0.2 0.3 0.1
C -7.51344 0.54126 -0.73666 0.0 0.0 0.0
N -6.35488 0.51667 -1.46867 -0.1 -0.1 0.0
C -5.91892 -0.77760 -1.58414 0.0 0.0 0.0
H -6.73384 -2.66291 -0.81537 0.0 0.2 0.0
H -8.67032 -1.06154 0.21297 0.1 0.1 -0.1
H -8.02200 1.47478 -0.53600 0.1 -0.2 0.0
H -5.89433 1.32676 -1.86272 -0.1 -0.3 0.1
H -5.01665 -1.01094 -2.13338 -0.2 0.0 0.1
C -2.00557 -5.67656 4.44556 0.1 0.3 0.2
C -1.61045 -6.59167 3.44073 0.2 -0.1 -0.3
C -0.31685 -6.27959 3.08697 0.0 0.0 -0.1
N 0.08067 -5.20532 3.83972 -0.1 0.0 0.0
C -0.94068 -4.83418 4.67497 -0.1 0.1 0.0
H -2.96306 -5.63705 4.94852 0.2 0.0 0.0
H -2.20526 -7.39255 3.02088 0.1 0.1 0.0
H 0.35256 -6.72797 2.36502 -0.1 0.0 0.1
H 0.98629 -4.75726 3.78761 -0.3 -0.2 0.0
H -0.82316 -4.00368 5.35811 -0.1 -0.1 -0.1
C -4.76076 -9.51277 0.20766 -0.2 -0.1 0.4
C -3.92519 -8.64411 -0.53429 0.2 0.3 0.0
C -3.81840 -7.47017 0.17733 0.0 0.0 -0.1
N -4.56407 -7.59837 1.32025 0.0 0.0 0.0
C -5.13795 -8.84268 1.34999 -0.1 -0.1 0.0
H -5.05461 -10.51900 -0.06156 0.0 0.2 0.1
H -3.45177 -8.85270 -1.48499 -0.1 0.1 0.1
H -3.27814 -6.55653 -0.03183 -0.1 -0.2 0.0
H -4.67296 -6.88647 2.03086 0.1 -0.3 -0.3
H -5.76518 -9.14340 2.17846 0.1 0.0 -0.2
C -0.06063 -8.31621 -3.09386 -0.2 -0.1 0.3
C 0.77494 -7.44755 -3.83581 0.2 0.4 0.0
C 0.88173 -6.27361 -3.12419 0.0 0.0 -0.1
N 0.13606 -6.40181 -1.98128 0.0 0.0 0.0
C -0.43782 -7.64612 -1.95154 -0.1 -0.1 0.0
H -0.35448 -9.32244 -3.36308 0.0 0.2 0.1
H 1.24836 -7.65614 -4.78652 -0.1 0.1 0.2
H 1.42199 -5.35997 -3.33335 -0.1 -0.2 0.0
H 0.02717 -5.68991 -1.27066 0.1 -0.3 -0.3
H -1.06505 -7.94684 -1.12307 0.1 0.0 -0.1
C -0.89054 6.66288 -7.58117 0.2 0.3 0.2
C -1.21057 5.29096 -7.71771 0.0 -0.4 0.2
C -0.61280 4.62394 -6.67191 -0.1 -0.1 -0.1
N 0.06058 5.54464 -5.91192 -0.1 0.0 0.1
C -0.10768 6.79147 -6.45565 0.0 0.1 -0.1
H -1.19890 7.47015 -8.23275 0.1 -0.1 0.1
H -1.81284 4.83838 -8.49484 0.1 0.1 0.1
H -0.60789 3.57558 -6.40494 0.0 0.2 -0.1
H 0.59688 5.33658 -5.07962 -0.1 0.0 -0.4
H 0.34416 7.66092 -5.99726 -0.1 -0.1 -0.1
```
Positions in Å, forces in eV/Å.